[1]
The following is a DFT calculation (the ωB97M-V functional and the def2-TZVPD basis) of a cluster of 10 separate species, C10H40N20O10 in total in a non-equilibrium geometry.

Each line ends with the Mulliken charge.
Element x y z (Å)
1 O -1.3034 -0.8783 1.5857  -0.658
2 O -3.3164 6.2259 -5.5441  -0.649
3 O -2.0986 4.4185 0.8929  -0.660
4 O -4.7647 0.5811 -4.6713  -0.588
5 O -6.7058 -2.5120 3.3241  -0.626
6 O 4.6229 -1.5947 -1.1140  -0.674
7 O -0.1924 -5.4378 4.7842  -0.651
8 O 1.5481 3.3763 -2.8323  -0.702
9 O 4.9061 4.4639 1.0942  -0.681
10 O 7.2632 -5.3802 1.2040  -0.612
11 N -3.6037 3.0316 1.5888  -0.349
12 N -8.5314 -1.3933 2.6194  -0.456
13 N 5.3267 -5.3674 2.2220  -0.350
14 N 0.6592 -1.8317 1.3347  -0.323
15 N -1.2509 6.1614 -5.1039  -0.360
16 N -6.7413 -0.9494 1.6859  -0.416
17 N -2.9955 -0.5618 -3.9657  -0.391
18 N 0.2849 -0.1951 -0.0185  -0.297
19 N -1.7050 -7.1745 4.9469  -0.352
20 N -3.7237 4.9765 2.3149  -0.337
21 N 2.3151 1.8845 -4.3156  -0.369
22 N 6.8878 -1.6066 -1.4214  -0.476
23 N -4.8358 -0.8431 -2.9214  -0.362
24 N 2.7982 3.9382 1.4514  -0.355
25 N -2.3750 -5.2635 4.6466  -0.368
26 N 4.2122 3.6482 3.0374  -0.360
27 N 3.7173 3.3574 -3.8139  -0.416
28 N 5.9707 0.2772 -1.2432  -0.394
29 N -2.4311 4.5443 -4.4925  -0.330
30 N 6.0026 -7.0968 1.1850  -0.375
31 C -4.2838 -0.1972 -3.9308  0.553
32 C -3.0268 4.1870 1.6290  0.659
33 C 4.0628 3.9844 1.8288  0.700
34 C -1.2779 -5.9737 4.7758  0.642
35 C 6.2959 -5.9049 1.5934  0.614
36 C -0.2556 -0.9613 0.9702  0.684
37 C -2.3853 5.6753 -5.0897  0.626
38 C -7.2828 -1.6792 2.6616  0.637
39 C 2.4639 2.9686 -3.6263  0.737
40 C 5.7303 -1.0100 -1.1501  0.586
41 H -1.2039 6.9102 -5.7801  0.208
42 H -0.5297 5.9745 -4.4219  0.200
43 H -1.6508 4.3985 -3.8681  0.137
44 H 4.6365 -5.8917 2.7404  0.172
45 H -2.2820 -4.3136 4.3164  0.205
46 H -3.0580 2.3256 1.1156  0.172
47 H -7.3706 -0.4659 1.0611  0.222
48 H -4.4516 2.8035 2.0879  0.142
49 H -4.3198 -1.5013 -2.3552  0.184
50 H -2.6761 -7.2185 5.2210  0.166
51 H 1.5767 -1.7742 0.9163  0.095
52 H -3.1935 -5.8510 4.5758  0.153
53 H 3.4420 3.1365 3.4438  0.174
54 H -2.3733 -0.4609 -4.7549  0.220
55 H 7.8239 -1.2749 -1.2378  0.239
56 H 5.2213 -7.5600 1.6266  0.147
57 H -0.1536 0.6439 -0.3704  0.204
58 H 5.1163 3.7625 3.4729  0.225
59 H -1.0971 -7.9763 5.0341  0.206
60 H 5.2961 -4.4029 2.5200  0.206
61 H -5.7451 -0.8069 1.7720  0.205
62 H 2.1289 3.6238 2.1394  0.122
63 H -8.6537 -0.4027 2.4649  0.204
64 H 2.5132 4.0700 0.4915  0.176
65 H 1.6158 1.1950 -4.0798  0.222
66 H 3.0803 1.6202 -4.9196  0.145
67 H -3.6062 5.9774 2.3823  0.229
68 H -4.6132 4.5946 2.6031  0.143
69 H 4.3431 2.8439 -4.4179  0.147
70 H -9.1698 -1.9201 3.1984  0.231
71 H 5.0802 0.7186 -1.0636  0.224
72 H 6.5494 -7.7525 0.6454  0.199
73 H 4.0009 4.2554 -3.4486  0.231
74 H -3.2387 3.9519 -4.3621  0.171
75 H -2.5962 -1.3129 -3.4212  0.166
76 H -5.8225 -1.0567 -2.9506  0.222
77 H 6.7590 -2.5580 -1.1077  0.275
78 H 0.5019 -2.5741 2.0011  0.177
79 H 6.8957 0.6400 -1.0620  0.215
80 H 1.2433 -0.2588 -0.3306  0.116

Properties
Highest occupied orbital energy = -8.8 eV
LUMO energy = 0.121 eV
Maximum force = 9.802 eV/Å
Orbital gap = 8.91 eV
Energy = -2252.6529 a.u.

[2]
The following is a DFT calculation (the ωB97M-V functional and the def2-TZVPD basis) of a cluster of 10 separate species, C10H40O10 in total in a non-equilibrium geometry.

Each line ends with the Mulliken charge.
Element x y z (Å)
1 O -20.4466 -1.5774 1.3914  -0.628
2 O -20.5554 -5.9119 5.4726  -0.481
3 O -18.6475 -3.1088 2.6492  -0.452
4 O -16.0555 -7.2701 4.7497  -0.543
5 O -22.6762 -1.6386 3.5346  -0.521
6 O -12.4853 -0.4119 3.2090  -0.516
7 O -14.9438 -4.6884 0.2583  -0.392
8 O -16.7411 1.6087 2.4900  -0.515
9 O -19.2037 -5.7633 1.9036  -0.539
10 O -17.0381 -0.6674 -2.3676  -0.523
11 C -18.0379 -6.3405 1.3914  -0.455
12 C -14.9206 -5.4577 -0.9070  -0.657
13 C -21.1134 -2.5272 0.5500  -0.438
14 C -12.9834 -0.9928 2.0419  -0.438
15 C -23.8322 -1.3279 2.7928  -0.589
16 C -21.0362 -4.7465 4.8200  -0.371
17 C -15.9468 1.0034 3.4617  -0.267
18 C -17.1037 -6.2570 5.0383  -0.275
19 C -17.4194 -2.9163 1.9883  0.045
20 C -17.2681 -2.0639 -2.4115  -0.331
21 H -24.3638 -0.5533 3.3455  0.245
22 H -23.4964 -0.9821 1.8152  0.245
23 H -18.0389 -6.8096 5.1293  0.218
24 H -17.6528 -5.8765 0.4834  0.194
25 H -20.7490 -0.7187 1.0868  0.285
26 H -17.1620 -5.4331 4.3271  -0.070
27 H -17.5399 -2.5506 0.9686  0.261
28 H -13.9705 -1.4348 2.1773  0.042
29 H -18.1658 -2.3075 -1.8433  0.069
30 H -16.0005 1.4954 4.4329  0.320
31 H -14.9416 1.0230 3.0407  0.091
32 H -14.6908 -5.2394 1.0026  0.270
33 H -16.8188 -2.1590 2.4921  -0.184
34 H -24.4678 -2.1917 2.5984  0.252
35 H -20.6262 -3.4651 0.8168  0.134
36 H -20.2283 -4.1332 4.4208  -0.034
37 H -19.2211 -2.4958 2.1835  0.254
38 H -15.7683 -6.1418 -0.8678  0.252
39 H -20.9762 -2.3084 -0.5090  0.301
40 H -15.0037 -4.8692 -1.8207  0.209
41 H -21.5519 -5.0772 3.9186  0.292
42 H -16.2690 -0.5017 -2.9177  0.304
43 H -22.1807 -2.6266 0.7480  0.255
44 H -13.9636 -5.9751 -0.9738  0.327
45 H -21.2771 -6.3841 5.8943  0.273
46 H -16.9729 -5.7691 6.0042  0.385
47 H -16.2346 -0.0421 3.5718  0.061
48 H -12.1292 0.4606 3.0260  0.321
49 H -17.4663 -2.3839 -3.4344  0.332
50 H -21.6881 -4.1001 5.4076  0.348
51 H -12.3803 -1.7973 1.6211  0.306
52 H -17.2441 -6.1346 2.1095  0.074
53 H -16.4343 -2.5872 -1.9435  0.147
54 H -21.8884 -1.7663 3.0010  0.398
55 H -18.0101 -7.4078 1.1720  0.339
56 H -16.3789 1.3010 1.6559  0.303
57 H -15.5823 -7.4906 5.5554  0.286
58 H -16.7212 -3.7533 1.9941  0.136
59 H -19.0219 -4.9142 2.3128  0.339
60 H -13.1379 -0.2558 1.2538  0.303

Properties
Highest occupied orbital energy = -9.6 eV
LUMO energy = 0.338 eV
Maximum force = 1.934 eV/Å
Orbital gap = 9.95 eV
Energy = -1157.1706 a.u.

[3]
The following is a DFT calculation (the ωB97M-V functional and the def2-TZVPD basis) of a cluster of 10 separate species, C10H40O10 in total in a non-equilibrium geometry.

Each line ends with the Mulliken charge.
Element x y z (Å)
1 O -23.9696 20.5098 5.1360  -0.558
2 O -19.2016 19.7364 5.7650  -0.388
3 O -18.6087 20.6280 -3.1596  -0.552
4 O -20.8144 19.9602 1.2381  -0.269
5 O -24.0868 17.5918 5.0990  -0.547
6 O -21.9207 24.0637 -0.7344  -0.529
7 O -23.5134 20.2127 0.5534  -0.090
8 O -17.0980 20.4760 1.9576  -0.457
9 O -19.0528 22.4563 1.3558  -0.462
10 O -16.4008 16.3911 4.4298  -0.570
11 C -22.8979 16.8309 5.2817  -0.241
12 C -17.4108 17.2002 3.9456  -0.232
13 C -16.4741 20.6248 3.1930  -0.524
14 C -19.9738 23.0833 2.2462  -0.399
15 C -20.4292 19.2295 2.3777  -0.259
16 C -22.6302 20.9616 5.0546  -0.038
17 C -19.8075 18.8701 6.7288  -0.459
18 C -24.1077 19.3931 1.5436  -0.422
19 C -18.9275 19.8794 -1.9739  -0.289
20 C -21.8284 22.7734 -1.1898  -0.126
21 H -22.4226 17.0369 4.3227  0.056
22 H -22.3610 17.1477 6.1758  0.131
23 H -21.6261 22.8007 -2.2605  0.418
24 H -17.6807 20.6744 -3.4010  0.307
25 H -20.1735 20.5935 0.9068  0.037
26 H -16.2414 21.6875 3.2617  0.348
27 H -22.4083 21.6441 5.8750  0.405
28 H -17.0683 20.3327 4.0588  0.068
29 H -22.5863 19.9659 0.5219  0.487
30 H -17.7765 21.1500 1.8735  0.331
31 H -19.4437 20.6334 6.0064  0.260
32 H -17.5524 18.1289 4.4982  -0.064
33 H -18.4223 20.3239 -1.1164  0.199
34 H -23.8898 18.5011 4.8627  0.253
35 H -20.0003 19.9914 -1.8173  0.035
36 H -25.1091 19.1189 1.2118  0.338
37 H -21.9874 20.0813 5.0612  -0.284
38 H -18.7804 18.8071 -2.1029  0.323
39 H -20.7476 23.4831 1.5909  0.167
40 H -19.5934 19.1967 7.7464  0.330
41 H -21.7714 24.6307 -1.4945  0.341
42 H -23.0673 15.7656 5.4382  0.310
43 H -18.7206 23.1280 0.7558  0.242
44 H -19.3684 18.9798 2.3583  0.344
45 H -21.0664 18.3453 2.3957  0.199
46 H -15.5835 20.0119 3.3317  0.255
47 H -20.3502 22.4115 3.0176  0.075
48 H -19.5418 23.9997 2.6485  0.367
49 H -21.1046 22.1872 -0.6234  -0.162
50 H -22.8026 22.3022 -1.0592  0.115
51 H -22.5461 21.4549 4.0863  0.245
52 H -24.0499 19.8685 2.5228  0.269
53 H -19.4037 17.8771 6.5314  0.224
54 H -20.6436 19.8039 3.2790  -0.037
55 H -20.8754 18.8208 6.5159  0.033
56 H -24.5563 21.1928 5.4689  0.301
57 H -23.5166 18.4790 1.5988  0.289
58 H -18.3665 16.6824 4.0279  0.245
59 H -15.5405 16.8155 4.3907  0.295
60 H -17.1267 17.3994 2.9123  0.315

Properties
⟨S²⟩ = 0.75
Highest occupied orbital energy (spin up / spin down) = -12.1 / -12.1 eV
LUMO energy (spin up / spin down) = -2.717 / -9.618 eV
Maximum force = 2.345 eV/Å
Orbital gap (spin up / spin down) = 9.34 / 2.43 eV
Energy = -1156.8261 a.u.
Charge = +1
Spin multiplicity = 2